Computed, not measured: C27H39ILiN3O2S2 as an isolated structure at a distorted geometry, with ωB97M-V/def2-TZVPD.

Gap between HOMO and LUMO, eV: 5.61
HOMO energy, eV: -1.45
Strongest force on any atom, eV/Å: 1.08
LUMO level, eV: 4.17
Total charge: -2
ΔE to the lowest compared entry with this formula, charge and spin, kcal per mole: 6.2

Cartesian coordinates (Å):
I: 3.322 -3.310 0.213
S: -0.821 -0.084 -2.713
S: -0.051 0.023 -6.695
O: 0.107 1.285 -7.388
O: 0.613 -1.096 -7.329
N: -1.884 -3.150 -0.425
N: 0.289 0.129 -5.110
N: -0.013 -1.821 0.440
C: -2.135 -4.416 0.220
C: 1.639 0.333 5.247
C: -1.400 -0.694 3.559
C: -2.555 -2.893 -1.677
C: -2.044 -0.243 -5.139
C: -0.868 -2.428 -0.027
C: -2.815 -0.511 -7.416
C: 2.395 2.563 -0.258
C: 0.441 1.592 1.150
C: 1.415 2.836 -1.403
C: 3.653 -0.286 3.993
C: -4.372 -0.505 -5.571
C: 0.284 0.815 2.307
C: -4.116 -0.612 -6.934
C: 3.656 1.927 -0.849
C: -3.346 -0.333 -4.658
C: 2.766 3.907 0.402
C: -1.809 -0.310 -6.507
C: 1.759 -1.829 3.950
C: -2.161 0.743 1.740
C: 2.115 -0.334 3.943
C: -0.791 -0.046 -4.383
C: 2.489 0.936 1.763
C: 1.593 0.406 2.717
C: -1.409 1.791 3.866
C: 1.786 1.675 0.799
C: -1.121 0.647 2.874
Li: 1.881 -1.029 0.492
H: -5.398 -0.549 -5.228
H: 4.010 -0.834 4.869
H: -1.992 -5.245 -0.483
H: -0.815 -0.831 4.461
H: -2.449 1.777 4.206
H: -1.446 -4.551 1.052
H: 4.087 -0.752 3.111
H: 3.409 0.963 -1.293
H: 1.882 3.465 -2.166
H: -1.861 0.117 0.904
H: -2.453 -0.752 3.845
H: -2.597 -0.576 -8.472
H: 2.033 -2.283 4.905
H: 4.410 1.770 -0.080
H: -0.765 1.719 4.739
H: 4.009 0.741 4.065
H: 3.564 0.909 1.820
H: -2.425 -3.737 -2.363
H: -3.626 -2.749 -1.494
H: -0.352 2.061 0.596
H: 1.869 4.370 0.815
H: -1.190 -1.504 2.865
H: 0.525 3.348 -1.042
H: -3.164 -4.447 0.595
H: -1.217 2.747 3.382
H: -3.537 -0.246 -3.597
H: -4.933 -0.769 -7.626
H: -2.141 -1.991 -2.138
H: 2.311 -2.340 3.164
H: -2.271 1.762 1.377
H: 3.221 4.600 -0.312
H: 1.100 1.904 -1.868
H: 2.196 -0.057 6.102
H: 4.087 2.567 -1.624
H: 1.812 1.406 5.187
H: -3.140 0.413 2.097
H: 0.583 0.165 5.435
H: 0.706 -2.005 3.779
H: 3.465 3.737 1.220